A cluster of 2 separate species, C3H13N3O in total, computed with wB97M-V/def2-TZVPD.

```
20
Properties=species:S:1:pos:R:3:forces:R:3:mulliken_charge:R:1
N 1.206986 2.179576 2.198461 1.2856 1.7752 -0.5569 -0.656
C 1.520446 1.555859 0.914620 1.7039 -2.3131 2.8416 -0.357
C 0.424718 0.494324 0.837539 -0.2619 -1.7969 -2.0974 -0.720
N 0.001872 0.054128 -0.589213 0.7270 0.4056 0.1953 -0.348
C 1.057503 -0.396172 -1.497627 3.0197 -3.6165 0.5798 -0.291
N 1.182769 -1.964398 -1.704292 0.4737 4.0902 3.8323 -0.480
H 0.812860 1.493265 2.812297 -0.5754 0.2214 0.3212 0.293
H 0.610865 2.914553 1.886432 -1.1304 0.5348 1.2063 0.216
H 2.579117 1.127920 1.237728 -1.7945 0.5065 -2.1565 0.253
H 1.474531 2.260029 0.098327 0.4610 0.1566 -0.1628 0.378
H 0.758571 -0.401435 1.473206 -0.7493 1.0510 -1.0810 0.239
H -0.502328 0.934305 1.284911 0.7007 -0.5505 -0.4906 0.407
H -0.420088 0.874732 -1.018795 -0.1524 -0.2261 0.1630 0.275
H 2.093729 -0.226668 -1.027938 -1.4051 0.2268 -0.7332 0.164
H 1.146294 -0.117419 -2.565123 -0.9834 1.0828 0.9064 0.344
H 1.985688 -2.451410 -1.420367 1.1342 0.0023 0.6632 0.159
H 0.752140 -2.437200 -2.378797 -2.4852 -1.5673 -3.4366 0.129
O -4.666172 -1.483891 -0.156561 -1.1574 -1.4565 2.1449 -0.662
H -3.851146 -1.744172 -0.581495 0.3431 -0.3262 0.0810 0.329
H -4.868253 -2.164568 0.590213 0.8460 1.8000 -2.2200 0.330
```
Positions in Å, forces in eV/Å.

Values from the calculation:
M   107.2 g/mol
Structure (SMILES)   NCCNCN.O
Frontier orbital gap   9.63 eV
Calculated total energy   -9836.927 eV
HOMO level   -8.72 eV